Below is a structure of composition C17H35BrClIN3O4S at a distorted geometry, with properties calculated with ωB97M-V with the def2-TZVPD basis set.

Last column: natural (NBO) charge in e.
Atoms and positions in Å:
I: 1.760 1.789 0.011  0.223
Br: 1.376 -3.961 0.050  0.027
Cl: 5.286 0.554 -2.702  -0.003
S: 0.848 -0.895 1.607  0.030
O: 4.460 0.090 -0.298  -0.505
O: -2.094 2.645 -0.934  -0.687
O: -2.083 -0.248 4.112  -0.715
O: -1.982 1.058 -2.398  -0.806
N: 0.923 -1.889 -1.884  -0.622
N: -1.431 -1.716 -1.955  -0.472
N: -0.159 -0.194 -0.734  -0.725
C: 4.514 -4.236 0.090  -0.610
C: -1.849 4.757 0.226  -0.631
C: -1.537 -0.370 5.427  0.091
C: 3.965 -3.041 -0.704  -0.443
C: 2.023 -1.304 -0.993  0.066
C: 4.209 -0.034 -1.455  0.561
C: -0.270 -1.289 -1.551  0.717
C: -1.434 4.574 -2.253  -0.639
C: -2.241 4.069 -1.069  0.091
C: -3.340 -0.249 -3.888  -0.632
C: -3.066 0.121 -2.442  0.085
C: -0.673 -1.617 5.528  -0.627
C: -0.764 0.884 5.801  -0.627
C: 2.647 -2.484 -0.170  -0.240
C: -2.696 -1.075 -1.562  -0.249
C: 2.969 -0.670 -2.031  -0.566
C: 1.170 -0.288 -0.097  -0.102
H: 3.266 -1.411 -2.775  0.271
H: -1.565 5.647 -2.392  0.233
H: -4.116 -1.013 -3.973  0.215
H: -1.735 4.069 -3.172  0.224
H: -0.368 4.379 -2.096  0.200
H: -1.402 1.764 5.725  0.221
H: 0.176 -1.547 4.839  0.184
H: -0.374 0.824 6.817  0.219
H: 2.793 -2.144 0.849  0.252
H: 1.265 0.167 2.298  0.152
H: 3.899 -3.277 -1.769  0.204
H: -3.303 4.227 -1.258  0.194
H: 5.591 -4.132 0.227  0.226
H: -2.574 -0.737 -0.532  0.241
H: 2.429 0.139 -2.536  0.261
H: -1.162 2.465 -0.763  0.479
H: -2.442 4.379 1.057  0.229
H: 4.700 -2.245 -0.595  0.226
H: -1.246 -2.504 5.260  0.222
H: -3.684 0.638 -4.421  0.236
H: -3.471 -1.841 -1.573  0.230
H: -2.252 1.837 -1.876  0.479
H: -2.419 -0.575 -4.377  0.204
H: -0.266 0.636 -1.316  0.458
H: -1.447 -2.521 -2.566  0.436
H: -0.279 -1.748 6.536  0.219
H: 1.088 -1.692 -2.868  0.416
H: -1.343 -0.156 3.504  0.450
H: -3.948 0.580 -1.989  0.190
H: -2.400 -0.473 6.085  0.182
H: 0.082 1.025 5.119  0.184
H: 4.074 -4.283 1.088  0.219
H: -1.992 5.835 0.157  0.231
H: -0.795 4.566 0.451  0.198
H: 4.324 -5.183 -0.412  0.226

Atoms 1-2, force components in eV/Å:
I 0.20 -0.04 -0.06
Br -0.12 0.12 0.15

The total energy comes out at -4863.8084 hartree. Its total charge is +1. The LUMO energy is -3.70 eV. For the energy relative to the best compared isomer or geometry (same formula, charge and spin), the calculation gives 0.000 eV.

Below is an isolated molecule of C8H14N2O2S at a distorted geometry, with properties calculated with ωB97M-V with the def2-TZVPD basis set.

Last column: natural (NBO) charge in e.
Atoms and positions in Å:
S: 2.494 0.318 0.142  2.053
O: -0.084 0.812 -1.399  -0.287
O: 3.293 0.137 1.265  -0.939
N: 1.060 -0.154 0.327  -0.932
N: -0.333 -2.902 0.564  -0.301
C: 2.713 2.106 -0.390  -0.832
C: -2.544 -0.348 -0.613  -0.413
C: -3.791 -0.501 0.269  -0.618
C: -0.859 -1.896 0.490  0.274
C: -1.373 -0.565 0.335  -0.087
C: -1.381 -0.007 1.715  -0.629
C: -0.020 0.115 -0.410  0.323
C: 3.363 -0.494 -1.244  -0.874
H: -0.350 -0.057 1.975  0.259
H: -4.730 -0.377 -0.421  0.213
H: -1.518 1.102 1.604  0.212
H: -3.939 -1.506 0.678  0.221
H: 1.770 2.567 -0.098  0.249
H: 2.905 1.900 -1.423  0.227
H: 3.238 -1.545 -0.973  0.255
H: -3.831 0.364 0.971  0.217
H: 4.342 -0.121 -1.196  0.232
H: 3.032 -0.409 -2.211  0.233
H: 3.619 2.296 0.209  0.254
H: -2.584 0.560 -1.121  0.226
H: -1.982 -0.434 2.480  0.235
H: -2.511 -0.963 -1.523  0.229

Atoms 1-2, force components in eV/Å:
S -1.92 1.51 -3.70
O -0.47 3.34 -4.72

The total energy comes out at -971.1134 hartree. Its total charge is 0. The LUMO energy (alpha / beta) is 0.56 / -3.15 eV. For the energy relative to the best compared isomer or geometry (same formula, charge and spin), the calculation gives 2.805 eV. The spin multiplicity is 3.

Below is a structure of composition C35H55CaNO7SSi2Te, with properties calculated with ωB97M-V with the def2-TZVPD basis set.

Last column: Löwdin charge in e.
Atoms and positions in Å:
Te: 1.277 -1.172 -1.375  1.308
Ca: -0.734 1.038 -0.217  1.279
S: -1.301 4.515 5.105  0.412
Si: 0.982 -3.875 0.525  0.392
Si: 2.671 -1.108 -4.519  0.397
O: -0.730 -0.044 1.747  -0.126
O: -4.955 0.490 -0.746  0.083
O: -1.795 0.359 -2.339  -0.164
O: -0.398 5.620 5.359  -0.348
O: -2.832 0.775 -0.082  -0.254
O: -2.631 4.634 5.666  -0.344
O: -0.700 3.191 5.281  -0.365
N: -1.492 3.457 -0.727  0.021
C: -3.526 -3.209 3.841  -0.064
C: -3.250 0.255 -2.377  -0.506
C: 1.559 1.847 3.231  -0.023
C: 1.829 2.539 0.828  -0.043
C: 2.368 -1.888 -6.192  -0.181
C: 2.118 3.459 -1.492  -0.043
C: -4.066 -3.629 2.633  -0.070
C: -1.553 4.527 3.329  -0.258
C: 1.324 -2.740 1.973  -0.163
C: -3.635 -1.153 -2.796  -0.001
C: 1.111 -1.418 -3.496  -0.558
C: 0.119 -2.893 -0.839  -0.540
C: 2.918 0.735 -4.709  -0.169
C: 2.157 1.670 1.868  -0.244
C: 4.878 -0.406 0.204  -0.045
C: -3.806 1.302 -3.327  -0.004
C: -1.439 0.610 3.925  0.009
C: 2.473 2.471 -0.410  -0.286
C: -1.467 -0.256 2.714  -0.333
C: 3.813 0.631 0.423  -0.306
C: 4.153 -1.895 -3.699  -0.179
C: -3.756 0.529 -0.941  -0.625
C: -0.656 5.151 2.475  -0.046
C: -0.691 4.888 1.111  -0.066
C: 3.131 0.700 1.630  -0.021
C: -2.910 -1.864 1.491  -0.015
C: -2.369 -1.434 2.700  -0.153
C: -2.587 3.441 1.446  -0.030
C: 2.575 -4.565 -0.179  -0.178
C: 3.477 1.527 -0.592  -0.063
C: -3.768 -2.950 1.459  -0.056
C: -2.695 -2.100 3.879  -0.015
C: -2.563 3.740 2.798  -0.049
C: -0.139 -5.277 1.046  -0.170
C: -1.606 3.972 0.613  -0.336
H: -3.764 -3.735 4.755  0.108
H: 2.959 1.235 -3.743  0.005
H: 4.486 -1.234 -0.394  0.044
H: 4.070 -2.984 -3.697  0.039
H: -4.731 -4.483 2.610  0.107
H: -4.213 -3.262 0.523  0.109
H: 2.049 -3.196 2.652  0.042
H: -0.876 1.523 3.765  0.030
H: 1.730 -1.771 1.666  -0.001
H: 1.394 3.045 -2.202  0.071
H: 1.395 0.892 3.729  0.088
H: -3.359 -1.341 -3.837  0.091
H: -0.884 -2.574 -0.561  -0.012
H: -1.461 0.164 -3.223  0.080
H: -1.043 -4.902 1.530  0.022
H: -2.696 -1.300 0.594  0.085
H: 0.371 -5.935 1.755  0.037
H: 1.467 -1.490 -6.663  0.033
H: -1.119 4.136 -1.381  0.097
H: 2.252 -2.970 -6.104  0.034
H: 3.401 0.018 2.430  0.124
H: 5.066 -1.634 -4.241  0.039
H: -2.453 0.839 4.253  0.116
H: 0.408 -2.551 2.537  0.025
H: -2.292 -1.765 4.826  0.116
H: 3.853 0.952 -5.231  0.039
H: 0.621 2.398 3.210  0.051
H: 2.231 2.429 3.866  0.109
H: 1.677 4.360 -1.064  0.068
H: 3.116 -3.827 -0.776  0.004
H: 2.995 3.754 -2.067  0.085
H: 0.284 -0.819 -3.882  -0.011
H: -0.437 -5.885 0.189  0.035
H: 4.274 -1.569 -2.665  -0.007
H: 5.230 -0.816 1.149  0.082
H: -3.479 2.303 -3.041  0.084
H: -4.893 1.275 -3.296  0.101
H: -4.711 -1.280 -2.690  0.099
H: 0.092 5.809 2.900  0.117
H: -3.477 1.109 -4.352  0.091
H: -3.338 2.772 1.043  0.106
H: 1.139 3.351 1.018  0.092
H: 0.827 -2.466 -3.617  0.011
H: 0.030 5.355 0.447  0.104
H: 3.242 -4.889 0.623  0.035
H: 0.037 -3.488 -1.752  0.015
H: -3.304 3.323 3.468  0.121
H: -2.412 3.185 -1.062  0.077
H: -0.956 0.069 4.744  0.114
H: -3.132 -1.887 -2.163  0.086
H: 3.205 -1.699 -6.868  0.035
H: 2.105 1.184 -5.284  0.037
H: 5.734 0.010 -0.330  0.086
H: 4.029 1.500 -1.527  0.115
H: 2.375 -5.433 -0.813  0.034

Atoms 1-2, force components in eV/Å:
Te 0.33 -0.17 -0.03
Ca 0.51 0.62 -0.15

The total energy comes out at -3871.1421 hartree. Its total charge is 0. The LUMO energy is -0.55 eV. For the energy relative to the best compared isomer or geometry (same formula, charge and spin), the calculation gives 0.316 eV.

Below is a structure of composition C26H29BN2NiO3S5Si, with properties calculated with ωB97M-V with the def2-TZVPD basis set.

Last column: natural (NBO) charge in e.
Atoms and positions in Å:
Ni: -2.503 0.492 -1.601  0.240
S: -2.529 -3.287 -3.854  -0.314
S: -3.500 2.737 -1.979  -0.582
S: -5.401 2.048 -1.692  -0.115
S: -5.372 1.205 0.174  -0.121
S: -3.902 -0.310 -0.071  -0.317
Si: -0.368 0.909 -1.898  0.753
O: -1.144 -0.250 1.006  -0.763
O: -3.460 -0.114 -3.487  -0.969
O: -2.137 1.854 1.004  -0.694
N: -1.010 -4.811 -2.292  -0.491
N: -1.469 -2.656 -1.506  -0.563
C: 0.058 1.990 -5.958  -0.231
C: -1.636 -3.616 -2.471  0.259
C: -0.737 0.452 2.077  0.333
C: 2.097 -2.444 -2.697  -0.253
C: -0.165 2.235 4.079  -0.244
C: 1.440 0.566 5.174  -0.069
C: 2.908 -2.526 -1.570  -0.243
C: -0.091 -4.028 -0.213  -0.367
C: 0.992 -0.455 -1.813  -0.420
C: 2.793 0.225 4.532  -0.596
C: 1.156 -1.429 -2.806  -0.164
C: 0.034 1.834 -3.528  -0.308
C: -0.203 1.284 -4.791  -0.231
C: 0.907 -0.673 5.906  -0.595
C: 2.761 -1.581 -0.563  -0.241
C: -1.342 1.716 2.071  0.266
C: 0.768 3.867 -4.652  -0.235
C: 0.515 3.146 -3.492  -0.237
C: 1.677 1.662 6.213  -0.602
C: 0.448 0.991 4.090  -0.050
C: 0.549 3.288 -5.894  -0.237
C: 0.146 0.078 3.059  -0.314
C: -0.282 -4.985 -1.213  0.116
C: 1.822 -0.563 -0.691  -0.227
C: -0.717 -2.829 -0.414  0.129
C: -1.068 2.617 3.071  -0.277
B: -2.089 0.617 0.240  0.657
H: -4.352 0.090 -3.169  0.494
H: 1.721 0.168 0.105  0.216
H: 0.602 -0.905 3.018  0.201
H: -0.658 -1.968 0.242  0.286
H: 0.690 3.613 -2.528  0.208
H: -0.141 1.532 -6.921  0.192
H: 0.742 3.847 -6.803  0.185
H: 3.639 -3.322 -1.476  0.189
H: -1.531 3.595 3.071  0.213
H: 0.533 -4.203 0.648  0.220
H: 0.196 -5.959 -1.123  0.174
H: 0.515 -1.413 -3.683  0.204
H: 0.755 1.923 6.736  0.207
H: 0.259 1.863 -0.908  -0.219
H: 1.134 4.887 -4.585  0.188
H: 0.760 -1.506 5.218  0.210
H: 2.695 -0.576 3.798  0.212
H: 2.077 2.568 5.753  0.209
H: -3.366 -1.086 -3.466  0.493
H: 0.050 2.952 4.859  0.192
H: 2.399 1.312 6.956  0.193
H: 1.609 -0.993 6.684  0.186
H: -0.630 0.290 -4.872  0.210
H: 2.184 -3.183 -3.487  0.200
H: -0.055 -0.454 6.374  0.209
H: 3.510 -0.096 5.294  0.186
H: -1.867 -1.693 -1.626  0.454
H: 3.200 1.097 4.016  0.212
H: 3.382 -1.634 0.325  0.192

Atoms 1-2, force components in eV/Å:
Ni 0.01 0.53 -0.04
S -0.09 0.03 0.05

The total energy comes out at -5157.2182 hartree. Its total charge is -2. The LUMO energy is 3.95 eV. For the energy relative to the best compared isomer or geometry (same formula, charge and spin), the calculation gives 0.000 eV.

Question: Look up the total charge of the fourth one.
Answer: -2